# 1
DFT (ωB97M-V/def2-TZVPD) results for a structure of composition C39H47HgN10O6S4.

XYZ file:
```
107
Properties=species:S:1:pos:R:3
Hg 0.17 0.50 1.13
C 3.35 -4.60 -2.63
C 2.45 -4.16 -1.50
C 2.65 -2.92 -0.90
C 1.81 -2.47 0.09
C 0.74 -3.27 0.50
C 0.53 -4.51 -0.09
C 1.39 -4.95 -1.08
S -0.32 -2.83 1.85
O 0.73 -2.77 2.99
O -1.17 -3.97 2.14
N -1.02 -1.49 1.64
C -2.41 -1.33 2.04
C -2.77 0.16 2.24
O -3.81 0.39 2.86
O -2.02 1.03 1.70
H 3.43 -3.81 -3.37
H 2.97 -5.50 -3.11
H 4.36 -4.81 -2.27
H 3.45 -2.27 -1.25
H 1.97 -1.49 0.52
H -0.31 -5.11 0.23
H 1.20 -5.90 -1.57
H -2.65 -1.85 2.96
H -3.07 -1.71 1.25
N 0.25 0.78 5.04
C 0.12 2.04 4.54
N 0.08 2.31 3.27
C -0.13 3.65 3.04
C -0.20 4.42 4.15
S -0.06 3.44 5.56
C -0.27 4.10 1.65
C -0.50 5.37 1.24
S -0.61 5.43 -0.48
C -0.36 3.70 -0.52
N -0.21 3.16 0.65
N -0.24 3.03 -1.70
H 0.61 0.13 4.34
H 0.67 0.70 5.95
H -0.36 5.49 4.22
H -0.62 6.26 1.84
H -0.90 3.32 -2.41
H -0.26 2.02 -1.57
O -0.29 -2.57 -2.54
S -0.81 -1.25 -2.25
O -2.05 -1.23 -1.50
N 0.18 -0.22 -1.64
C 1.50 -0.06 -2.12
C 1.97 -0.51 -3.36
C 3.27 -0.24 -3.78
C 4.13 0.49 -2.99
C 3.70 0.97 -1.73
C 4.56 1.75 -0.90
C 4.07 2.20 0.34
C 2.81 1.84 0.73
N 1.97 1.08 -0.03
C 2.38 0.67 -1.28
C -1.29 -0.65 -3.89
C -1.52 -1.56 -4.91
C -1.93 -1.12 -6.16
C -2.10 0.23 -6.40
C -1.86 1.15 -5.39
C -1.46 0.71 -4.13
H 1.33 -1.09 -4.00
H 3.60 -0.61 -4.75
H 5.14 0.72 -3.31
H 5.55 2.00 -1.25
H 4.68 2.80 1.00
H 2.44 2.12 1.71
H -1.36 -2.61 -4.71
H -2.11 -1.84 -6.96
H -2.42 0.58 -7.38
H -1.99 2.21 -5.57
H -1.27 1.41 -3.33
C -5.59 3.53 -0.25
C -4.99 2.24 -0.80
C -5.55 1.97 -2.20
C -5.33 1.07 0.13
N -3.54 2.49 -0.95
N -2.72 1.33 -1.11
H -6.68 3.50 -0.28
H -5.25 4.38 -0.84
H -5.28 3.68 0.79
H -6.62 1.74 -2.15
H -5.05 1.12 -2.67
H -5.41 2.85 -2.84
H -6.41 0.98 0.23
H -4.91 1.22 1.13
H -4.94 0.13 -0.26
H -3.21 2.91 -0.08
H -3.13 0.69 -1.78
H -2.65 0.83 -0.22
C 2.91 -3.77 4.05
C 2.96 -2.24 3.98
C 2.89 -1.66 5.39
C 4.28 -1.82 3.32
C 1.84 -1.60 3.16
N 1.74 -0.48 2.72
H 3.79 -4.13 4.59
H 2.92 -4.21 3.05
H 2.01 -4.12 4.55
H 3.72 -2.04 6.00
H 1.95 -1.94 5.88
H 2.95 -0.57 5.35
H 5.13 -2.13 3.94
H 4.30 -0.74 3.19
H 4.38 -2.28 2.33
```

Relative energy (zero: lowest compared OMol25 entry of this formula, charge and spin) = 145.2 kJ/mol
E_HOMO (alpha / beta) = 0.3623 / -1.9070 eV
2S+1 = 2
Kohn-Sham gap (alpha / beta) = 3.3847 / 5.6532 eV
E = -4259.54339 hartree
E_LUMO (alpha / beta) = 0.1377 / 0.1377 Ha
Expectation value of S² = 0.77
Net charge = -2

# 2
DFT (ωB97M-V/def2-TZVPD) results for a structure of composition C39H47NO5P2Pr.

XYZ file:
```
95
Properties=species:S:1:pos:R:3
Pr -1.04 -0.20 -0.44
C -4.61 -0.57 0.17
O -3.40 -1.29 0.37
C -3.57 -2.53 1.06
C -2.47 -2.65 2.12
O -1.18 -2.56 1.53
C -0.56 -3.84 1.41
H -5.32 -1.16 -0.41
H -4.33 0.33 -0.38
H -5.07 -0.29 1.13
H -3.51 -3.36 0.34
H -4.54 -2.56 1.56
H -2.59 -3.59 2.67
H -2.56 -1.82 2.82
H -0.32 -4.25 2.39
H 0.35 -3.70 0.84
H -1.20 -4.55 0.87
C -1.89 -0.75 -5.44
C -2.37 0.49 -5.84
C -2.51 1.49 -4.90
C -2.12 1.26 -3.57
N -1.68 0.04 -3.19
C -1.59 -0.92 -4.10
C -2.25 2.30 -2.53
C -2.38 3.63 -2.92
C -2.68 4.61 -2.00
C -2.89 4.25 -0.68
C -2.67 2.94 -0.29
C -2.31 1.90 -1.17
H -1.77 -1.56 -6.14
H -2.65 0.67 -6.87
H -2.95 2.43 -5.18
H -1.26 -1.88 -3.74
H -2.20 3.92 -3.95
H -2.76 5.64 -2.31
H -3.18 5.00 0.05
H -2.80 2.72 0.77
C 6.21 -0.65 -3.38
C 5.98 -1.20 -2.13
C 4.74 -1.09 -1.54
C 3.70 -0.44 -2.20
C 3.94 0.12 -3.46
C 5.19 0.01 -4.04
P 1.99 -0.37 -1.53
C 2.43 -0.59 0.25
C 2.97 0.50 0.92
C 3.40 0.38 2.23
C 3.28 -0.83 2.89
C 2.74 -1.93 2.23
C 2.33 -1.81 0.91
C 1.36 -2.05 -1.93
C 2.07 -3.00 -2.65
C 1.48 -4.22 -2.92
C 0.18 -4.46 -2.49
C -0.52 -3.49 -1.79
C 0.03 -2.23 -1.46
H 7.18 -0.74 -3.84
H 6.78 -1.71 -1.61
H 4.57 -1.53 -0.57
H 3.13 0.63 -3.97
H 5.37 0.44 -5.02
H 3.09 1.44 0.39
H 3.85 1.23 2.73
H 3.64 -0.93 3.90
H 2.68 -2.88 2.73
H 2.00 -2.68 0.37
H 3.07 -2.80 -3.00
H 2.02 -4.98 -3.46
H -0.29 -5.41 -2.72
H -1.54 -3.72 -1.49
C 1.37 2.26 5.43
C 0.91 0.96 4.79
O 0.13 1.30 3.65
P -0.09 0.46 2.29
O 0.25 1.59 1.15
C 0.15 3.01 1.42
C 1.52 3.63 1.64
O -1.75 0.63 2.24
C -2.59 0.74 3.39
C -2.85 2.19 3.82
H 1.94 2.07 6.32
H 0.50 2.88 5.68
H 1.98 2.82 4.72
H 0.28 0.40 5.49
H 1.76 0.34 4.50
H -0.47 3.17 2.30
H -0.34 3.46 0.55
H 2.05 3.08 2.41
H 1.40 4.66 1.97
H 2.11 3.62 0.73
H -2.16 0.19 4.23
H -3.55 0.28 3.12
H -1.91 2.68 4.07
H -3.50 2.19 4.69
H -3.33 2.74 3.01
```

E_HOMO (alpha / beta) = -10.3108 / -10.2785 eV
2S+1 = 3
Kohn-Sham gap (alpha / beta) = 8.2017 / 8.2495 eV
E = -3144.81065 hartree
E_LUMO (alpha / beta) = -0.0775 / -0.0746 Ha
Expectation value of S² = 2.01
Net charge = +1

# 3
DFT (ωB97M-V/def2-TZVPD) results for a structure of composition C39H48AlBrN5O3.

XYZ file:
```
97
Properties=species:S:1:pos:R:3
Al -0.90 0.46 0.92
C -1.54 -2.27 4.45
O -2.08 -0.95 4.65
C -1.86 -0.27 3.57
N -1.24 -0.84 2.59
C -0.90 -2.21 3.04
C -1.35 -3.22 2.00
C -0.74 -3.13 0.75
C -1.06 -4.03 -0.26
C -1.99 -5.03 -0.03
C -2.59 -5.13 1.21
C -2.28 -4.23 2.23
C -2.29 1.11 3.40
C -2.83 1.95 4.37
C -3.15 3.26 4.01
C -2.95 3.68 2.70
C -2.41 2.77 1.80
N -2.07 1.52 2.15
C -2.15 2.98 0.39
N -1.63 2.02 -0.31
C -1.53 2.52 -1.70
C -2.23 3.89 -1.62
O -2.49 4.08 -0.23
C -2.08 1.53 -2.70
C -2.92 1.89 -3.75
C -3.41 0.92 -4.63
C -3.04 -0.41 -4.48
C -2.14 -0.76 -3.47
C -1.68 0.20 -2.59
H -2.38 -2.97 4.53
H -0.84 -2.48 5.25
H 0.19 -2.28 3.11
H 0.01 -2.37 0.58
H -0.56 -3.97 -1.21
H -2.21 -5.76 -0.80
H -3.30 -5.92 1.41
H -2.75 -4.36 3.19
H -2.97 1.60 5.38
H -3.57 3.95 4.74
H -3.20 4.68 2.38
H -0.46 2.65 -1.94
H -3.20 3.92 -2.12
H -1.62 4.72 -1.97
H -3.18 2.91 -3.94
H -4.05 1.22 -5.44
H -3.34 -1.14 -5.22
H -1.77 -1.78 -3.40
H -0.98 -0.05 -1.81
C 6.35 -0.67 2.32
C 6.16 0.59 1.45
C 7.12 0.51 0.26
C 6.53 1.82 2.30
C 4.70 0.63 1.05
C 3.69 0.94 1.97
C 2.38 0.86 1.57
Br 0.99 1.41 2.79
C 1.93 0.46 0.30
O 0.58 0.31 0.14
C 2.95 0.29 -0.66
C 4.27 0.34 -0.23
C 2.78 0.25 -2.18
C 3.32 1.60 -2.69
C 1.34 0.12 -2.62
C 3.56 -0.91 -2.82
H 7.38 -0.74 2.64
H 6.11 -1.56 1.74
H 5.71 -0.64 3.19
H 8.14 0.55 0.63
H 6.98 1.36 -0.41
H 7.01 -0.42 -0.29
H 7.59 1.81 2.50
H 6.01 1.83 3.25
H 6.29 2.74 1.76
H 3.92 1.26 2.98
H 5.04 0.17 -0.97
H 2.79 2.43 -2.23
H 3.18 1.67 -3.76
H 4.37 1.72 -2.47
H 0.76 0.93 -2.21
H 0.94 -0.85 -2.31
H 1.28 0.19 -3.71
H 4.62 -0.85 -2.63
H 3.41 -0.88 -3.90
H 3.20 -1.87 -2.45
N -5.17 -0.93 -2.51
C -4.48 -1.46 -1.29
C -3.79 -0.33 -0.49
N -2.54 -0.77 0.14
H -5.82 -1.63 -2.90
H -4.46 -0.68 -3.28
H -5.72 -0.10 -2.29
H -3.75 -2.20 -1.61
H -5.22 -1.96 -0.67
H -4.45 0.04 0.29
H -3.56 0.49 -1.17
H -1.98 -1.30 -0.54
H -2.74 -1.44 0.88
```

Relative energy (zero: lowest compared OMol25 entry of this formula, charge and spin) = 169.7 kJ/mol
E_HOMO = -14.7976 eV
2S+1 = 1
Kohn-Sham gap = 5.5649 eV
E = -4830.17568 hartree
E_LUMO = -0.3393 Ha
Net charge = +3

# 4
DFT (ωB97M-V/def2-TZVPD) results for a structure of composition C39H48BrN4NaO2Se3Te.

XYZ file:
```
99
Properties=species:S:1:pos:R:3
Na -0.01 -0.26 0.55
C -0.55 7.56 2.10
C -0.81 6.60 0.94
C 0.05 7.05 -0.25
C -2.29 6.73 0.55
C -0.49 5.15 1.30
C -0.69 4.17 0.36
C -0.38 2.80 0.60
N -0.42 1.79 -0.27
C -0.83 1.79 -1.59
C -0.79 2.87 -2.46
C -1.28 2.81 -3.76
C -1.85 1.61 -4.17
C -1.89 0.47 -3.36
C -1.33 0.50 -2.05
O -1.28 -0.54 -1.29
C -2.56 -0.82 -3.85
C -1.55 -1.98 -3.87
C -3.13 -0.69 -5.27
C -3.73 -1.18 -2.92
C -1.18 4.04 -4.66
C 0.29 4.46 -4.82
C -1.95 5.21 -4.03
C -1.75 3.79 -6.06
C -0.03 2.41 1.98
O 0.00 1.18 2.31
C 0.26 3.46 2.92
C 0.04 4.78 2.55
C 0.75 3.09 4.32
C 1.06 4.33 5.17
C -0.32 2.28 5.06
C 2.05 2.27 4.22
H -0.82 8.58 1.80
H 0.50 7.57 2.39
H -1.15 7.30 2.98
H -0.16 8.09 -0.51
H -0.14 6.43 -1.13
H 1.11 6.96 0.00
H -2.54 7.76 0.29
H -2.93 6.41 1.38
H -2.53 6.10 -0.31
H -1.12 4.43 -0.59
H -0.29 3.77 -2.13
H -2.28 1.55 -5.16
H -0.71 -1.74 -4.53
H -2.03 -2.89 -4.24
H -1.17 -2.16 -2.87
H -2.35 -0.45 -6.00
H -3.91 0.08 -5.32
H -3.58 -1.64 -5.56
H -3.36 -1.28 -1.90
H -4.19 -2.12 -3.23
H -4.49 -0.39 -2.95
H 0.75 4.68 -3.86
H 0.38 5.35 -5.45
H 0.87 3.65 -5.28
H -1.55 5.46 -3.05
H -3.00 4.94 -3.90
H -1.90 6.10 -4.66
H -1.23 2.97 -6.56
H -1.63 4.69 -6.67
H -2.81 3.55 -6.01
H 0.25 5.55 3.27
H 0.18 4.96 5.30
H 1.85 4.94 4.73
H 1.39 4.01 6.16
H -1.24 2.87 5.15
H 0.03 2.02 6.06
H -0.54 1.37 4.51
H 2.80 2.81 3.65
H 1.87 1.32 3.72
H 2.44 2.08 5.22
Se 3.00 1.15 0.61
Se 4.49 1.42 -1.26
Te 5.95 -0.55 -1.34
Se 3.77 -0.62 1.72
Br -0.46 -4.96 4.76
C -1.16 -3.92 3.34
C -2.47 -4.09 2.94
C -2.94 -3.31 1.90
C -2.08 -2.40 1.30
N -0.82 -2.25 1.70
C -0.36 -2.99 2.70
H -3.11 -4.82 3.43
H -3.96 -3.41 1.55
H -2.38 -1.78 0.46
H 0.67 -2.82 3.01
N 3.94 -6.31 -0.10
C 3.44 -5.35 -0.48
C 2.79 -4.16 -0.96
C 2.70 -3.90 -2.33
C 2.04 -2.76 -2.73
C 1.47 -1.94 -1.76
N 1.56 -2.18 -0.46
C 2.22 -3.26 -0.07
H 3.16 -4.58 -3.04
H 1.95 -2.51 -3.78
H 0.91 -1.06 -2.05
H 2.31 -3.41 1.00
```

Relative energy (zero: lowest compared OMol25 entry of this formula, charge and spin) = 44.8 kJ/mol
E_HOMO (alpha / beta) = -1.0802 / -1.5167 eV
2S+1 = 1
Kohn-Sham gap (alpha / beta) = 4.3479 / 4.7842 eV
E = -12093.22035 hartree
E_LUMO (alpha / beta) = 0.1201 / 0.1201 Ha
Net charge = -2

Q: Which molar mass values were calculated for the entries above? A: 1080.7; 812.7; 741.7; 1072.2, in g mol⁻¹.